92
Properties=species:S:1:pos:R:3 method="wB97M-V/def2-TZVPD" total_energy_ev=-69850.5725 charge=+1 homo_ev=-11.04 lumo_energy_ha=-0.1141
C 5.8367 -4.8150 0.8595
C 5.6054 -3.9826 2.1178
C 6.4877 -2.7197 2.1160
S 5.6635 -1.1875 2.6383
O 4.1457 -1.4425 2.3079
C 3.1576 -0.9244 3.3075
C 1.7953 -1.3773 2.8452
C 1.4558 -0.7269 1.5008
C 1.5468 -2.9084 2.8510
C 1.7852 -3.5663 1.4920
C 2.2847 -3.6799 3.9615
N 6.2477 -0.1504 1.4771
C 5.9589 1.2281 1.8082
C 6.3783 2.2603 0.8133
O 5.4433 1.4430 2.8667
C 6.3437 -0.5327 0.0379
C 5.0873 -1.0290 -0.6014
O 7.3906 -0.3780 -0.4948
H 5.1665 -5.6731 0.8448
H 5.6615 -4.2278 -0.0451
H 6.8618 -5.1850 0.8150
H 4.5538 -3.7094 2.1901
H 5.8636 -4.5785 2.9932
H 6.9602 -2.5583 1.1489
H 7.2878 -2.7881 2.8555
H 3.2286 0.1613 3.3067
H 3.4465 -1.2951 4.2879
H 1.1045 -0.9402 3.5768
H 0.4247 -0.9398 1.2172
H 1.5657 0.3590 1.5701
H 2.1040 -1.0839 0.6996
H 0.4779 -3.0135 3.0526
H 1.6540 -4.6462 1.5835
H 1.0441 -3.2242 0.7703
H 2.7845 -3.3603 1.0952
H 3.1733 -4.1861 3.5735
H 1.6396 -4.4635 4.3592
H 2.5732 -3.0639 4.8144
H 6.1958 1.9704 -0.2195
H 5.8466 3.1788 1.0480
H 7.4521 2.4268 0.9218
H 4.3165 -0.2547 -0.5588
H 5.3112 -1.2906 -1.6322
H 4.6802 -1.8964 -0.0772
C -4.3218 1.2042 1.1389
C -3.1407 0.8047 1.7532
C -2.5554 -0.4026 1.4133
C -3.1434 -1.2191 0.4539
C -4.3347 -0.8215 -0.1556
C -4.9214 0.3887 0.1937
C -4.9963 -1.6733 -1.1860
O -6.0053 -1.3077 -1.7482
C -4.3653 -2.9870 -1.5033
C -4.9864 -3.8253 -2.4204
C -4.4141 -5.0453 -2.7397
C -3.2159 -5.4309 -2.1491
C -2.5919 -4.5986 -1.2354
C -3.1648 -3.3759 -0.9051
C -2.4806 -2.5008 0.0855
O -1.4126 -2.8196 0.5740
H -4.7681 2.1562 1.3920
H -2.6777 1.4422 2.4949
H -1.6381 -0.7291 1.8840
H -5.8398 0.6872 -0.2940
H -5.9162 -3.5078 -2.8722
H -4.9017 -5.6992 -3.4505
H -2.7705 -6.3838 -2.4029
H -1.6604 -4.8839 -0.7660
C -4.7065 1.8585 -3.6105
C -5.0371 2.5268 -4.7848
C -4.8634 3.8978 -4.8786
C -4.3684 4.6112 -3.7935
C -4.0460 3.9432 -2.6115
C -4.2075 2.5660 -2.5301
C -3.5451 4.6792 -1.4160
O -3.2607 4.0933 -0.3901
C -3.4139 6.1599 -1.5231
C -2.9885 6.8810 -0.4135
C -2.8535 8.2566 -0.4925
C -3.1383 8.9188 -1.6816
C -3.5639 8.2064 -2.7899
C -3.7072 6.8264 -2.7145
C -4.1866 6.0863 -3.9190
O -4.4205 6.6626 -4.9581
H -4.8481 0.7875 -3.5360
H -5.4338 1.9758 -5.6274
H -5.1115 4.4331 -5.7850
H -3.9470 2.0644 -1.6086
H -2.7702 6.3493 0.5026
H -2.5274 8.8172 0.3738
H -3.0306 9.9939 -1.7413
H -3.7937 8.7044 -3.7219